83
Properties=species:S:1:pos:R:3 method="wB97M-V/def2-TZVPD" smiles="NCCCCc1c(CC(=O)I)c(P(O)Br)cc2c1Sc1c(N=C=O)cc(C(=O)NC(=O)F)cc1N2.CCOCC.CCOCC" energy_ev=-151967.940 orbital_gap_ev=8.66 charge=0 e_homo_ha=-0.3278
I -3.021 3.512 0.756
Br -3.830 -2.511 -1.258
S 2.187 1.222 -0.887
P -3.979 -0.264 -1.099
F 0.835 -4.650 -4.401
O -2.471 1.890 -5.207
O -2.950 1.975 3.229
O 2.576 -4.823 -3.091
O -4.414 0.252 -2.592
O 0.047 0.016 7.216
O 6.145 1.384 -0.706
O 5.009 -3.198 -5.066
N 0.709 0.479 -3.323
N 4.687 -0.469 -0.646
N 2.832 -3.998 -5.212
N 0.290 -2.563 3.734
C 5.466 0.468 -0.722
C -2.454 0.462 1.485
C 0.446 0.835 -0.907
C 1.152 0.011 2.216
C 0.380 1.192 1.563
C 1.233 -2.503 2.605
C 3.873 -3.069 -4.742
C 1.906 -0.260 -3.128
C 2.125 -4.507 -4.135
C -1.792 -0.176 8.847
C 3.902 -0.742 -1.827
C -1.376 2.301 -6.003
C 1.009 0.532 8.118
C -0.941 -0.832 7.774
C -4.246 2.785 -6.663
C 2.726 -0.022 -2.030
C -0.858 3.690 -5.671
C 4.270 -1.727 -2.729
C -2.202 0.175 -1.046
C -1.431 0.178 -2.193
C -0.300 0.843 0.265
C -2.791 1.822 2.065
C -3.638 2.693 -5.273
C 1.829 -0.535 8.824
C -0.095 0.504 -2.144
C 2.282 -1.251 -4.019
C 3.445 -1.970 -3.818
C 0.893 -1.371 1.614
C -1.662 0.496 0.202
H 1.569 -1.493 0.766
H -1.605 4.462 -5.854
H 0.015 3.922 -6.283
H 0.474 -1.813 4.390
H -5.163 3.374 -6.632
H -1.874 -0.095 -3.140
H -4.481 1.790 -7.043
H -1.200 0.123 9.713
H -0.644 -2.380 3.385
H 2.220 0.196 2.122
H -0.306 1.602 2.294
H 5.169 -2.292 -2.546
H -3.370 -0.110 1.379
H -0.574 3.751 -4.618
H -3.570 3.260 -7.376
H -0.590 1.568 -5.815
H -1.625 2.223 -7.068
H -4.003 -0.311 -3.268
H 0.911 1.426 -3.632
H 2.335 -1.171 8.097
H -2.560 -0.868 9.193
H 1.658 -1.458 -4.876
H 1.210 -1.178 9.452
H 1.099 -3.433 2.059
H -3.437 3.692 -4.870
H -1.859 -0.048 2.238
H 1.670 1.154 7.515
H -1.580 -1.124 6.940
H 1.093 1.987 1.366
H 0.531 1.198 8.845
H 2.164 -3.433 -5.740
H -2.278 0.718 8.454
H -0.483 -1.754 8.150
H -0.138 -1.534 1.307
H 2.579 -0.069 9.464
H 2.248 -2.391 2.970
H -4.353 2.224 -4.596
H 0.947 0.006 3.284

74
Properties=species:S:1:pos:R:3 method="wB97M-V/def2-TZVPD" energy_ev=-103518.372 orbital_gap_ev=6.36 charge=0 e_homo_ha=-0.2282
Cu 0.478 -0.552 0.005
S 0.258 -2.215 -1.576
S -2.525 -1.443 0.002
O -1.755 -0.173 -0.065
N 0.607 1.209 -1.248
N 1.162 0.661 1.333
N 0.801 -2.472 0.935
C -2.714 -0.775 -2.695
C 0.612 1.318 -2.637
C 0.524 1.424 -5.411
C -0.497 1.980 -4.662
C 2.000 -0.411 5.283
C -1.579 2.529 -2.457
C 0.495 2.959 1.952
C 0.387 -0.185 3.504
C 0.858 2.167 -0.435
C 0.660 -4.563 -0.242
C 1.090 -3.144 2.044
C 2.787 0.097 -2.666
C 0.837 1.862 0.985
C 0.592 -3.160 -0.204
C 1.239 3.562 -0.844
C -4.910 0.163 -0.109
C 1.177 -4.519 2.087
C 2.992 0.064 4.445
C 1.588 0.810 -4.771
C 3.791 0.910 2.223
C 0.955 -5.242 0.911
C 1.648 0.746 -3.388
C -1.010 -0.374 3.005
C 2.708 0.419 3.137
C -4.199 -0.936 0.656
C -3.047 -1.882 -1.724
C 0.710 -0.538 4.806
C 1.392 0.308 2.664
C -0.471 1.935 -3.276
H 3.746 0.382 1.271
H -1.326 2.467 -5.157
H 3.358 0.836 -2.103
H 3.453 -0.412 -3.358
H 2.393 -0.630 -1.954
H -1.745 1.920 -1.569
H -1.718 -0.347 3.832
H -2.472 -2.775 -1.967
H 1.258 -2.551 2.934
H 0.408 2.559 2.960
H -1.098 -1.345 2.510
H -0.457 3.409 1.669
H -3.996 -0.602 1.674
H 4.008 0.150 4.810
H -0.071 -0.916 5.452
H 2.187 3.837 -0.384
H 0.487 4.273 -0.507
H -1.271 0.382 2.269
H -1.325 3.540 -2.136
H 1.416 -5.022 3.011
H 4.763 0.750 2.682
H -2.933 -1.088 -3.714
H 1.252 3.744 1.958
H -5.800 0.469 0.442
H 2.390 0.384 -5.356
H 0.487 -5.054 -1.185
H -4.104 -2.135 -1.707
H -2.497 2.581 -3.038
H 0.486 1.463 -6.490
H -3.269 0.132 -2.473
H -4.257 1.028 -0.206
H -5.221 -0.160 -1.101
H 2.232 -0.684 6.302
H 3.679 1.974 2.013
H 1.012 -6.319 0.918
H -4.777 -1.858 0.691
H 1.332 3.628 -1.925
H -1.651 -0.549 -2.636

98
Properties=species:S:1:pos:R:3 method="wB97M-V/def2-TZVPD" smiles="C[C@H](I)C[C@H]1[C@H](S)C(=O)N[C@@H]1CC(=O)I.CCOC(=O)C(F)(F)F.CCOC(=O)C(F)(F)F.CCOC(=O)C(F)(F)F.CCOC(=O)C(F)(F)F.CCOC(=O)C(F)(F)F" energy_ev=-124547.342 orbital_gap_ev=9.36 charge=0 e_homo_ha=-0.3423
I 2.393 0.808 2.507
I 3.528 -1.248 -1.894
S 1.421 4.659 -4.116
F -3.418 5.578 -8.380
F -4.560 -7.857 5.697
F -5.024 0.077 -1.962
F 3.812 -4.259 -6.390
F -0.842 0.611 4.298
F -2.005 -0.575 5.677
F -2.750 -8.757 6.458
F -2.858 3.609 -9.072
F -2.741 -7.785 4.533
F -1.336 5.029 -8.497
F -4.038 -1.184 -0.510
F 3.626 -4.535 -4.256
F -6.191 -1.118 -0.594
F 4.285 -2.639 -5.043
F 0.147 -0.639 5.753
O -1.869 1.787 7.129
O 5.888 -5.784 -4.971
O -0.371 4.607 -1.304
O 0.339 1.871 6.678
O -3.894 3.910 -6.338
O -2.506 -6.242 7.599
O 5.142 1.162 1.396
O 6.812 -3.752 -5.296
O -1.663 3.727 -6.071
O -3.038 -5.344 5.599
O -3.851 1.318 0.430
O -6.061 1.231 0.873
N 1.346 3.102 -0.359
C 0.625 2.567 8.985
C -2.554 4.565 -8.169
C -2.862 -6.368 6.457
C -0.902 0.190 5.579
C -3.573 2.000 2.744
C -5.088 -0.356 -0.685
C 3.960 1.507 1.179
C 0.553 3.776 -1.412
C -3.968 4.466 -3.976
C 7.809 -6.257 -3.566
C 7.198 -6.372 -4.948
C -2.615 4.032 -6.740
C -2.774 -4.033 6.121
C 0.550 -0.202 -2.408
C 2.303 2.436 -2.466
C 2.004 -0.176 -3.088
C 0.471 3.009 7.544
C 5.843 -4.450 -5.156
C 2.513 1.269 -3.547
C -3.224 -7.692 5.788
C -3.722 2.451 1.304
C 3.720 2.467 -0.097
C -4.091 3.373 -5.019
C -1.294 -3.717 6.044
C -5.090 0.804 0.306
C 2.380 2.109 -0.906
C 4.395 -3.969 -5.208
C -0.901 1.357 6.562
C 1.001 3.286 -2.902
H -0.714 -4.395 6.674
H 0.803 3.425 9.635
H 1.459 1.868 9.086
H -0.371 3.694 7.421
H -2.824 2.988 0.992
H -5.099 2.956 -4.998
H -2.740 1.301 2.843
H -0.258 -0.697 -3.059
H 3.726 3.537 0.287
H -3.333 -3.329 5.500
H 2.044 1.603 -4.547
H 0.644 -0.847 -1.456
H 3.645 1.224 -3.760
H 7.144 -6.691 -2.815
H 1.369 3.543 7.225
H 7.841 -5.926 -5.711
H -3.398 2.551 -4.824
H -1.101 -2.694 6.368
H 7.074 -7.425 -5.209
H 0.147 0.816 -2.098
H -4.565 3.137 1.183
H 4.600 2.241 -0.807
H -4.193 4.076 -2.981
H -4.470 1.478 3.087
H 0.604 2.497 0.052
H 8.772 -6.771 -3.525
H -0.927 -3.840 5.022
H 1.917 -0.805 -4.051
H -0.270 2.047 9.334
H 1.966 1.129 -0.501
H -4.653 5.288 -4.198
H 3.178 3.183 -2.591
H 7.963 -5.211 -3.290
H -3.398 2.855 3.400
H -2.959 4.886 -3.963
H 0.257 2.588 -3.438
H 0.879 4.211 -5.324
H -3.154 -3.933 7.141